No. 1
{
  "formula": "C3H8NO2S",
  "method": "the ωB97M-V functional and the def2-TZVPD basis",
  "symbols": ["N", "C", "O", "O", "H", "H", "C", "S", "C", "H", "H", "H", "H", "H", "H"],
  "xyz": [[1.853429, -1.843678, 1.943646], [0.940073, -1.278304, 0.983655], [-0.145113, -0.803141, 1.445029], [1.341023, -1.230773, -0.210255], [1.493758, -1.985037, 2.873992], [2.482589, -2.523632, 1.528372], [-2.219949, 0.673034, -1.073920], [-1.084607, 1.927306, -1.778876], [0.458913, 1.494831, -0.881878], [-2.417037, 0.895801, -0.006581], [-1.700802, -0.287127, -1.102995], [-3.140806, 0.686184, -1.659717], [1.190820, 2.307950, -1.110280], [0.219942, 1.478561, 0.245489], [0.727767, 0.488025, -1.195683]],
  "forces_ev_per_a": [[-0.011, 0.229, -0.791], [-0.710, 0.903, 0.071], [0.981, -0.580, -0.157], [0.047, -0.709, 0.687], [-0.049, -0.282, -0.252], [-0.249, 0.194, 0.457], [0.696, 0.360, 0.581], [-0.147, 0.017, 0.201], [-0.969, 0.733, 1.209], [0.014, -0.088, -0.617], [-0.268, -0.021, -0.078], [0.127, -0.088, 0.063], [-0.463, -0.843, 0.094], [0.530, -0.063, -1.737], [0.470, 0.235, 0.270]],
  "lowdin_charge": [0.068, -0.826, -0.128, -0.124, 0.048, 0.054, -0.438, 0.630, -0.433, 0.035, 0.027, 0.009, 0.025, 0.057, -0.005],
  "relative_energy_ev": 0.8182,
  "largest_force_ev_per_a": 1.817,
  "molar_mass_g_mol": 122.169,
  "charge": -1,
  "orbital_gap_ev": 7.65,
  "total_energy_ev": -19663.00177
}

=====

No. 2
{
  "formula": "C18H11F3LiNO2S",
  "method": "the ωB97M-V functional and the def2-TZVPD basis",
  "symbols": ["F", "C", "F", "F", "S", "N", "C", "O", "C", "C", "C", "C", "C", "C", "C", "O", "H", "H", "H", "H", "C", "Li", "C", "C", "C", "C", "C", "C", "C", "C", "H", "H", "H", "H", "H", "H", "H"],
  "xyz": [[-0.797149, -1.341247, 4.977711], [-1.191059, -1.384443, 3.672471], [-1.045286, -2.659542, 3.205360], [-2.514691, -1.067933, 3.598665], [-0.164387, -0.220192, 2.752115], [-0.969149, -0.626993, 1.243265], [-2.022330, 0.172425, 0.703993], [-2.436259, 1.211695, 1.199335], [-2.352808, -0.519325, -0.566728], [-1.415271, -1.519060, -0.791845], [-1.331207, -2.195999, -1.998147], [-2.261960, -1.876579, -2.988467], [-3.280714, -0.935130, -2.734649], [-3.336814, -0.248789, -1.512308], [-0.450702, -1.497833, 0.298386], [0.675411, -2.034692, 0.342695], [-0.563770, -2.959556, -2.138048], [-2.226007, -2.374758, -3.959666], [-4.031562, -0.747603, -3.507843], [-4.117627, 0.469786, -1.267225], [3.780112, 0.563150, 0.645733], [2.173862, -0.999589, 0.893169], [3.380682, 0.884828, 1.972015], [2.202837, 1.662497, 1.904297], [1.818028, 1.789362, 0.537281], [2.788227, 1.074555, -0.262493], [2.586777, 0.964262, -1.654619], [1.383079, 1.444235, -2.195148], [0.462501, 2.152076, -1.396198], [0.715339, 2.409238, -0.059740], [4.712349, 0.095464, 0.328282], [3.953111, 0.660811, 2.870416], [1.717121, 2.227079, 2.691699], [3.387283, 0.562892, -2.281281], [1.167027, 1.299329, -3.257554], [-0.463708, 2.536800, -1.841776], [0.068713, 3.028779, 0.576847]],
  "forces_ev_per_a": [[-0.468, -0.152, -1.234], [-0.484, -0.515, 0.546], [-0.304, 1.016, 0.623], [1.162, -0.508, 0.216], [-0.617, -0.365, -1.249], [1.125, 0.755, 1.473], [-0.798, 1.867, 0.952], [0.719, -2.447, -1.043], [-0.539, -0.074, -0.749], [-0.040, 0.230, -0.886], [-0.051, -0.195, -0.042], [-0.394, 0.148, 0.215], [0.248, -0.185, 0.161], [0.110, -0.036, 0.133], [2.097, -0.526, 0.396], [-2.018, 0.853, 0.150], [-0.204, 0.314, -0.076], [0.000, 0.149, 0.352], [0.295, -0.002, 0.332], [0.211, -0.063, -0.296], [-0.039, -0.531, -0.346], [0.262, 0.678, 0.067], [-0.136, 0.569, -0.579], [0.097, 0.045, -0.071], [0.620, -0.608, 0.389], [0.022, -0.024, 0.584], [-0.734, 0.395, -0.362], [1.057, -0.498, -0.010], [-0.559, 0.513, 0.281], [-0.513, -0.185, -0.081], [-0.243, 0.037, 0.238], [-0.165, 0.065, -0.211], [0.087, -0.321, 0.166], [-0.433, -0.122, 0.049], [0.145, 0.122, 0.335], [0.459, -0.078, 0.064], [0.024, -0.321, -0.489]],
  "lowdin_charge": [0.078, -0.802, 0.082, 0.089, 1.171, -0.204, -0.357, 0.127, -0.076, -0.094, 0.023, -0.042, -0.038, 0.023, -0.372, -0.004, 0.132, 0.113, 0.114, 0.129, -0.180, 0.676, -0.180, -0.173, -0.264, -0.278, -0.057, -0.120, -0.130, -0.066, 0.088, 0.091, 0.088, 0.105, 0.090, 0.097, 0.117],
  "largest_force_ev_per_a": 2.756,
  "molar_mass_g_mol": 369.293,
  "orbital_gap_ev": 5.04,
  "total_energy_ev": -43623.27394
}

=====

No. 3
{
  "formula": "C5H16N2O",
  "method": "the ωB97M-V functional and the def2-TZVPD basis",
  "symbols": ["C", "N", "C", "C", "C", "N", "C", "H", "H", "H", "H", "H", "H", "H", "H", "H", "H", "H", "H", "H", "H", "H", "H", "O"],
  "xyz": [[-1.923577, -0.894203, 0.519928], [-0.599716, -0.447333, 0.908126], [-0.841891, 0.778642, 1.733345], [0.253214, -0.195920, -0.271984], [0.356852, 1.255988, -0.766097], [1.538750, 1.500374, -1.663063], [1.314072, 0.932032, -3.007916], [-2.434401, -1.278601, 1.418872], [-1.933187, -1.858349, -0.010301], [-2.486090, -0.122496, -0.015560], [0.002467, 1.394460, 2.044293], [-1.471253, 1.418753, 1.138041], [-1.210950, 0.433156, 2.691366], [1.258847, -0.568535, -0.055982], [-0.101495, -0.833916, -1.088373], [0.655890, 1.886546, 0.063082], [-0.540519, 1.533337, -1.320064], [2.330579, 1.058177, -1.210355], [2.266987, 1.160924, -3.515910], [1.141905, -0.140643, -3.022447], [0.606012, 1.539089, -3.567945], [-0.176494, -2.862906, 2.859523], [1.349885, -2.846514, 2.748335], [0.644120, -2.842063, 3.391075]],
  "forces_ev_per_a": [[-0.192, -1.508, 0.712], [0.283, 0.879, -0.010], [0.837, -0.982, -0.004], [0.019, -0.248, -0.102], [1.851, -0.226, -0.408], [-1.868, -0.671, -0.187], [2.092, 1.077, 0.300], [-0.257, 0.997, 0.009], [0.564, 0.553, -0.651], [-0.330, -0.162, 0.026], [0.581, -0.464, -0.525], [-0.815, 0.558, 0.382], [-0.858, 0.124, -0.053], [0.164, 0.199, 0.145], [-0.058, 0.034, 0.095], [-0.997, 0.309, 0.298], [-0.001, 0.478, 0.379], [0.122, -0.040, -0.239], [-0.283, -0.553, -0.195], [-0.353, -0.116, -0.230], [-0.509, -0.310, 0.260], [0.718, 0.151, 0.346], [0.224, 0.061, -0.295], [-0.933, -0.138, -0.053]],
  "lowdin_charge": [-0.143, -0.251, -0.100, -0.209, -0.223, -0.132, -0.143, 0.085, 0.084, 0.086, 0.079, 0.071, 0.081, 0.110, 0.104, 0.095, 0.118, 0.087, 0.077, 0.065, 0.074, 0.034, 0.019, -0.069],
  "relative_energy_ev": 1.9778,
  "largest_force_ev_per_a": 2.372,
  "smiles": "CNCCN(C)C.O",
  "molar_mass_g_mol": 120.196,
  "orbital_gap_ev": 9.36,
  "total_energy_ev": -10470.54395
}

=====

No. 4
{
  "formula": "C27H39ClIN7O3RhS",
  "method": "the ωB97M-V functional and the def2-TZVPD basis",
  "symbols": ["Rh", "C", "C", "C", "C", "C", "O", "C", "C", "C", "C", "C", "C", "Cl", "C", "C", "C", "N", "C", "N", "C", "N", "H", "H", "H", "H", "H", "H", "H", "H", "H", "H", "H", "H", "H", "H", "H", "H", "H", "H", "H", "H", "H", "H", "N", "C", "C", "O", "O", "H", "H", "H", "H", "H", "C", "N", "C", "C", "N", "C", "S", "H", "H", "H", "H", "H", "H", "H", "H", "I", "C", "C", "C", "C", "C", "N", "H", "H", "H", "H"],
  "xyz": [[-0.044330, -0.117920, 0.609918], [-7.165630, -1.978594, 2.900486], [-6.150007, -2.572600, 1.921300], [-6.605569, -3.984789, 1.515045], [-4.798775, -2.732875, 2.643513], [-6.000092, -1.674327, 0.654022], [-5.016402, -2.229342, -0.233335], [-7.364624, -1.466048, -0.059352], [-7.269682, -1.243124, -1.580555], [-6.651335, 0.076074, -1.994028], [-7.300806, 1.282296, -1.755196], [-6.754804, 2.489761, -2.171893], [-5.543799, 2.494088, -2.841785], [-4.875022, 3.991715, -3.414381], [-4.874757, 1.310428, -3.084378], [-5.434173, 0.109087, -2.661448], [-5.494443, -0.246968, 0.925416], [-4.070283, -0.128265, 1.274984], [-3.043828, -0.384712, 0.496897], [-1.926262, -0.110503, 1.182865], [-2.365198, 0.316010, 2.409055], [-3.662882, 0.317898, 2.486711], [-7.257708, -2.638262, 3.764899], [-8.160005, -1.886414, 2.462274], [-6.855522, -1.002035, 3.278891], [-6.672422, -4.601322, 2.411825], [-5.891301, -4.484028, 0.853221], [-7.588365, -4.009008, 1.047818], [-4.852570, -3.584628, 3.322790], [-4.557525, -1.857196, 3.247799], [-3.988183, -2.927566, 1.936654], [-5.269191, -3.133848, -0.448306], [-7.863598, -0.612500, 0.407566], [-8.001290, -2.332608, 0.097259], [-8.288321, -1.288569, -1.968943], [-6.715364, -2.059198, -2.041048], [-8.264505, 1.283408, -1.256438], [-7.273703, 3.422747, -1.996889], [-3.935226, 1.330161, -3.622443], [-4.922695, -0.825291, -2.870648], [-6.058871, 0.234399, 1.716357], [-5.624936, 0.320331, 0.008919], [-3.128405, -0.768444, -0.506370], [-1.719349, 0.600206, 3.223143], [1.616375, -1.757331, 4.924815], [1.254155, -2.526354, 3.681471], [0.756123, -1.546488, 2.633026], [0.769684, -0.318971, 2.889310], [0.361138, -2.017081, 1.536595], [0.987491, -1.956550, 5.705571], [1.495077, -0.766352, 4.663556], [2.575067, -1.921472, 5.235578], [0.485299, -3.264314, 3.896359], [2.129649, -3.040151, 3.290775], [1.915265, -2.842628, -1.316409], [1.705019, -1.884683, -2.390611], [2.647927, -1.793301, -3.531047], [1.972679, -0.767992, -4.465975], [0.801030, -0.360607, -3.668746], [0.713970, -1.029325, -2.537692], [-0.676145, -0.812241, -1.483187], [2.085676, -3.828004, -1.747342], [1.043117, -2.880027, -0.670820], [2.795269, -2.572031, -0.729165], [2.759934, -2.772640, -3.991775], [3.624172, -1.467034, -3.174130], [1.658689, -1.204867, -5.410570], [2.604228, 0.091810, -4.672621], [0.106144, 0.298069, -3.984499], [2.589271, 0.581285, 0.071035], [1.616151, 2.170256, 1.031078], [2.269492, 3.247250, 1.574769], [1.477990, 4.178122, 2.243842], [0.106210, 3.985850, 2.317394], [-0.455206, 2.877353, 1.713612], [0.304081, 1.971531, 1.075969], [3.340423, 3.363632, 1.485593], [1.939768, 5.045004, 2.699407], [-0.530822, 4.696061, 2.825955], [-1.522774, 2.708879, 1.706714]],
  "forces_ev_per_a": [[2.023, 0.101, 1.947], [-0.055, -0.098, 0.013], [0.245, -0.061, -0.026], [-0.043, 0.033, 0.045], [-0.057, 0.041, 0.044], [-0.152, -0.077, 0.010], [-0.035, 0.119, 0.084], [0.303, -0.034, -0.238], [-0.044, 0.297, 0.244], [-0.108, -0.272, -0.197], [-0.067, 0.160, -0.016], [-0.184, -0.004, 0.121], [0.044, 0.158, -0.017], [-0.007, -0.092, 0.092], [0.141, -0.240, -0.002], [0.210, 0.046, -0.058], [0.052, -0.061, -0.033], [-0.252, 0.015, 0.231], [0.140, -0.034, 0.023], [-0.440, -0.066, 0.027], [-0.070, -0.110, -0.001], [-0.059, -0.034, -0.185], [0.002, 0.019, -0.005], [0.025, 0.013, 0.004], [-0.017, -0.017, -0.022], [0.005, -0.004, -0.018], [-0.012, -0.007, 0.026], [0.018, 0.009, -0.025], [-0.009, 0.035, 0.019], [0.010, -0.008, -0.031], [-0.005, -0.007, 0.013], [-0.037, -0.007, -0.005], [-0.101, -0.065, -0.020], [-0.033, 0.021, 0.099], [0.003, -0.008, -0.048], [-0.044, -0.020, -0.036], [0.023, 0.030, -0.020], [-0.022, -0.027, -0.012], [-0.043, -0.023, -0.028], [-0.016, 0.039, -0.025], [0.074, -0.001, 0.095], [0.046, 0.122, 0.042], [-0.061, 0.053, 0.026], [0.022, 0.020, -0.056], [-0.239, -0.069, -0.279], [0.023, -0.112, -0.035], [-0.124, 0.055, -0.007], [-0.250, 0.045, -0.341], [-0.212, -0.119, -0.673], [0.046, -0.064, 0.022], [0.110, 0.182, 0.112], [0.003, -0.007, 0.014], [0.021, -0.023, 0.067], [0.035, -0.047, 0.105], [-0.042, 0.021, -0.106], [0.215, -0.030, 0.064], [-0.137, 0.012, 0.045], [-0.062, -0.080, 0.047], [0.137, 0.080, -0.252], [-0.025, 0.049, 0.282], [-0.241, 0.217, -0.142], [-0.009, -0.011, -0.020], [-0.037, 0.022, -0.023], [0.023, 0.015, -0.008], [-0.014, -0.031, 0.012], [0.019, 0.022, -0.003], [-0.037, -0.028, -0.008], [0.003, 0.030, 0.010], [-0.008, 0.028, 0.102], [-0.197, -0.164, -0.029], [0.114, 0.067, -0.092], [-0.056, 0.075, 0.070], [0.055, -0.003, -0.017], [0.019, 0.047, 0.018], [-0.082, -0.041, -0.265], [-0.425, -0.084, -0.749], [-0.006, -0.008, 0.025], [-0.026, 0.003, -0.016], [-0.002, -0.004, -0.020], [-0.004, 0.000, 0.005]],
  "lowdin_charge": [0.762, -0.024, -0.515, -0.027, -0.044, -0.415, -0.024, -0.096, -0.111, -0.256, -0.027, -0.081, -0.673, 0.684, -0.111, -0.053, -0.004, -0.045, -0.107, -0.081, -0.181, 0.166, 0.101, 0.095, 0.086, 0.099, 0.090, 0.088, 0.093, 0.066, 0.080, 0.104, 0.128, 0.112, 0.133, 0.114, 0.129, 0.116, 0.098, 0.114, 0.142, 0.118, 0.101, 0.123, 0.225, -0.002, -0.638, -0.059, -0.076, 0.187, 0.150, 0.186, 0.157, 0.155, -0.030, -0.142, -0.053, -0.060, 0.067, -0.708, 0.767, 0.114, 0.057, 0.083, 0.141, 0.133, 0.137, 0.134, 0.160, 1.242, -0.702, -0.063, 0.014, 0.008, -0.074, -0.099, 0.125, 0.140, 0.136, 0.122],
  "relative_energy_ev": 0.5947,
  "largest_force_ev_per_a": 2.809,
  "molar_mass_g_mol": 806.985,
  "charge": 3,
  "orbital_gap_ev": 4.04,
  "total_energy_ev": -79648.32418
}

=====

No. 5
{
  "formula": "C5H11N2P",
  "method": "the ωB97M-V functional and the def2-TZVPD basis",
  "symbols": ["C", "C", "C", "C", "C", "N", "N", "P", "H", "H", "H", "H", "H", "H", "H", "H", "H", "H", "H"],
  "xyz": [[-1.096425, -0.023315, -0.737312], [-0.290252, 0.891098, -0.115619], [-2.061181, 0.240217, -1.870899], [-0.144838, 2.359282, -0.557010], [2.565365, -1.528111, 1.765152], [-1.105284, -1.302008, -0.183177], [1.384423, -0.958798, 1.125926], [0.078348, -1.761084, 0.745496], [0.098574, 0.628803, 0.880962], [-3.164914, 0.445673, -1.463264], [-2.297685, -0.431483, -2.675927], [-1.644163, 1.150564, -2.269493], [0.810005, 2.678652, -0.170616], [-0.976124, 2.927897, -0.026262], [-0.430770, 2.620346, -1.544329], [2.926409, -0.768720, 2.514004], [2.152986, -2.396482, 2.221915], [3.364329, -1.699449, 1.113326], [-0.168803, -3.073082, 1.247126]],
  "forces_ev_per_a": [[0.704, 0.063, 0.817], [-1.735, 1.077, -1.571], [-1.803, 1.436, 1.532], [-1.965, -0.781, 2.636], [-1.865, 1.712, 1.571], [0.582, -1.436, 1.243], [-1.090, -0.842, -0.828], [0.570, 0.853, -0.509], [-0.007, 0.531, -1.040], [2.394, -0.082, -0.458], [0.841, -0.885, -0.095], [-0.557, 0.490, -0.651], [0.262, 0.653, -0.470], [1.126, -0.371, 0.047], [0.700, -0.215, -1.294], [-0.347, -0.954, -0.445], [0.992, -1.191, 0.986], [1.021, -0.513, -1.229], [0.175, 0.455, -0.243]],
  "lowdin_charge": [-0.464, -0.142, -0.053, -0.091, -0.206, -0.210, -0.321, 0.839, 0.060, 0.126, 0.055, 0.041, 0.059, 0.094, 0.038, 0.089, 0.032, 0.045, 0.008],
  "relative_energy_ev": 2.8494,
  "largest_force_ev_per_a": 3.379,
  "smiles": "C/C=C(\\C)N=[PH]=NC",
  "molar_mass_g_mol": 130.131,
  "orbital_gap_ev": 8.06,
  "total_energy_ev": -17629.01526
}